Here is a structure of composition C69H86Ge2N4ORb in a non-equilibrium geometry from the Open Molecules 2025 dataset. Energies are from ωB97M-V/def2-TZVPD.

Geometry as ORCA input:
```
! RIJCOSX wB97M-V def2-TZVPD def2/J DEFGRID3
* xyz -2 2
Rb 0.34 -0.04 -0.01
C 4.79 1.12 4.20
C 5.55 0.28 3.17
C 4.59 -0.47 2.30
C 4.15 -1.75 2.44
C 4.55 -2.76 3.47
C 5.62 -3.74 2.97
C 3.18 -1.96 1.38
C 2.56 -3.18 1.10
C 1.71 -3.49 0.05
C 1.31 -4.85 -0.33
C 1.69 -6.10 0.39
C 0.74 -6.40 1.55
C 0.53 -4.71 -1.45
C 0.50 -3.28 -1.75
C -0.11 -2.72 -2.88
C -0.03 -1.40 -3.33
N 0.69 -0.43 -2.75
C 0.58 0.69 -3.48
C 1.24 1.89 -3.24
C 2.14 2.17 -2.22
N 2.44 1.36 -1.19
C 3.39 1.96 -0.45
C 4.02 1.39 0.66
C 3.86 0.09 1.16
N 3.03 -0.83 0.66
C 3.71 3.27 -1.02
C 2.94 3.39 -2.13
C 2.92 4.51 -3.12
C 1.79 5.50 -2.83
C 4.66 4.27 -0.45
C 6.12 3.97 -0.82
C -0.29 0.44 -4.63
C -0.66 -0.87 -4.54
C -1.55 -1.64 -5.47
C -2.94 -1.85 -4.85
C -0.64 1.45 -5.67
C 0.48 1.60 -6.70
N 1.19 -2.61 -0.82
C -0.08 -5.79 -2.28
C 0.85 -6.13 -3.46
H 5.48 1.70 4.82
H 4.19 0.48 4.85
H 4.11 1.80 3.69
H 6.21 -0.43 3.69
H 6.18 0.93 2.57
H 3.67 -3.33 3.78
H 4.93 -2.25 4.36
H 5.26 -4.26 2.09
H 5.87 -4.47 3.74
H 6.52 -3.20 2.70
H 2.85 -4.01 1.75
H 2.71 -6.00 0.78
H 1.69 -6.95 -0.31
H 0.71 -5.56 2.23
H 1.06 -7.29 2.11
H -0.26 -6.59 1.17
H -0.66 -3.41 -3.51
H 1.07 2.68 -3.96
H 4.76 2.00 1.16
H 2.79 4.10 -4.13
H 3.88 5.03 -3.10
H 0.82 5.01 -2.91
H 1.80 6.34 -3.54
H 1.89 5.90 -1.83
H 4.57 4.28 0.64
H 4.41 5.27 -0.81
H 6.40 2.98 -0.47
H 6.79 4.71 -0.37
H 6.26 3.99 -1.90
H -1.11 -2.62 -5.69
H -1.65 -1.10 -6.41
H -2.86 -2.40 -3.92
H -3.59 -2.40 -5.54
H -3.39 -0.88 -4.63
H -0.82 2.42 -5.19
H -1.57 1.17 -6.18
H 1.41 1.88 -6.21
H 0.23 2.36 -7.45
H 0.64 0.66 -7.22
H -1.04 -5.45 -2.67
H -0.25 -6.69 -1.68
H 1.01 -5.24 -4.06
H 0.43 -6.92 -4.08
H 1.81 -6.47 -3.08
C -1.44 0.39 4.37
C -1.83 -0.95 4.03
C -0.79 -1.79 4.38
C 0.26 -0.98 4.92
C -0.16 0.35 4.92
C 0.63 1.53 5.38
C 1.60 -1.46 5.38
C -0.68 -3.27 4.20
C -3.14 -1.30 3.41
C -2.27 1.61 4.15
H 1.11 1.33 6.34
H -0.02 2.40 5.50
H 1.41 1.79 4.66
H 1.88 -0.99 6.33
H 2.36 -1.20 4.64
H 1.62 -2.54 5.51
H -0.41 -3.76 5.14
H 0.10 -3.50 3.47
H -1.62 -3.70 3.86
H -3.97 -0.90 4.01
H -3.27 -2.37 3.33
H -3.22 -0.85 2.42
H -2.37 2.19 5.08
H -3.27 1.36 3.79
H -1.80 2.26 3.41
C -1.81 -3.34 0.73
C -2.63 -2.54 -0.22
O -2.56 -1.33 -0.30
C -3.60 -3.29 -1.07
C -4.57 -2.55 -1.76
C -5.49 -3.19 -2.57
C -5.47 -4.57 -2.70
C -4.51 -5.30 -2.02
C -3.59 -4.68 -1.21
H -1.35 -2.68 1.46
H -1.02 -3.85 0.17
H -2.41 -4.10 1.23
H -4.56 -1.48 -1.64
H -6.22 -2.60 -3.12
H -6.19 -5.07 -3.34
H -4.48 -6.38 -2.14
H -2.84 -5.26 -0.70
C -0.49 4.95 3.17
Ge -0.86 4.72 1.19
C -1.08 6.73 0.77
C 1.02 4.40 0.61
Ge -1.85 2.46 0.31
C -2.54 3.03 -1.52
C -2.41 4.29 -2.09
C -2.86 4.55 -3.37
C -3.45 3.55 -4.12
C -3.57 2.28 -3.58
C -3.12 2.03 -2.30
C -3.72 2.56 1.13
C -4.50 1.41 1.09
C -5.72 1.33 1.73
C -6.20 2.42 2.44
C -5.44 3.58 2.49
C -4.22 3.64 1.84
H 0.27 5.72 3.31
H -0.10 4.03 3.60
H -1.37 5.24 3.75
H -0.16 7.24 1.04
H -1.89 7.15 1.37
H -1.29 6.94 -0.27
H 1.66 5.29 0.67
H 1.05 4.05 -0.42
H 1.47 3.62 1.22
H -1.95 5.08 -1.52
H -2.75 5.54 -3.80
H -3.81 3.75 -5.13
H -4.02 1.48 -4.17
H -3.20 1.03 -1.89
H -4.12 0.54 0.56
H -6.30 0.41 1.70
H -7.15 2.37 2.96
H -5.80 4.43 3.05
H -3.63 4.55 1.89
*
```

Values from the calculation:
HOMO-LUMO gap (alpha / beta) in eV: 4.7 / 4.5
LUMO level (alpha / beta) in eV: 3.5 / 3.2
Molar mass in g mol⁻¹: 1218.16
Energy in a.u.: -7153.09041

Atom charges from the Mulliken analysis, given in e for atoms 1 to 4: number 1, Rb, carries 1.282; number 2, C, carries -0.894; number 3, C, carries -1.043; number 4, C, carries 0.284